# C17H23N3OPPdS2Se2

A molecular structure, C17H23N3OPPdS2Se2 in a non-equilibrium geometry (ωB97M-V with the def2-TZVPD basis set, OMol25).

Charge = +3
E = -6968.529575 a.u.
LUMO energy (spin up / spin down) = -0.342 / -0.466 Eh
Strongest force on any atom = 2.8 eV/A
Spin multiplicity = 5
Frontier orbital gap (spin up / spin down) = 7.98 / 4.57 eV

Geometry as XYZ:
```
50
Properties=species:S:1:pos:R:3:forces:R:3:nbo_charge:R:1
C -0.94690 -2.80897 0.47669 0.139 0.043 -0.011 -0.23
P -0.64940 -0.76737 -1.42881 -1.621 -2.256 -0.400 0.94
C -2.84560 -2.57987 -5.02751 0.018 -0.039 -0.109 -0.12
H -1.09040 1.26963 4.55469 -0.005 -0.009 0.032 0.23
N 4.36190 2.69853 -1.24901 0.372 0.230 0.109 -0.41
H -0.96190 -3.47577 -5.53751 -0.015 -0.144 -0.044 0.25
C -1.44800 -1.60577 -0.00771 0.560 0.776 -0.384 -0.33
H 1.85200 0.50833 4.84599 0.022 0.032 -0.025 0.23
H 1.09410 3.33063 4.08189 0.011 0.054 -0.096 0.26
C -1.64820 -3.46587 1.47569 0.084 -0.040 -0.190 -0.16
H -1.27970 -4.40827 1.84469 0.034 -0.151 0.069 0.25
C -2.82840 -2.93277 1.97289 -0.084 0.041 0.049 -0.14
H 5.33840 2.90603 -1.04701 -0.172 -0.153 -0.072 0.43
H 0.23240 -2.51887 -3.62141 0.031 0.001 -0.108 0.23
H -4.56180 -1.51357 -4.31171 -0.144 0.015 -0.013 0.25
H 4.43340 0.78693 -0.66271 -0.099 0.385 -0.157 0.42
Se -1.04990 1.43513 -1.20431 0.103 -0.356 -0.070 0.27
H 2.53000 2.39773 3.60519 0.049 0.102 -0.235 0.27
Se 1.53260 -1.19787 -1.49521 -0.442 0.547 0.098 0.04
H 0.94860 1.70723 5.77249 0.129 -0.050 -0.055 0.27
N 3.84930 4.95533 -1.23601 0.083 -0.165 -0.111 -0.70
H 4.24360 0.97803 -2.30251 -0.070 0.322 0.350 0.41
C -3.31040 -1.72207 1.49569 -0.116 -0.020 -0.023 -0.19
H -1.08250 0.25543 2.33999 0.017 -0.012 -0.086 0.25
H -0.04300 -3.24987 0.07289 0.026 0.000 0.038 0.23
S 0.61540 1.97733 2.19029 -0.969 -0.396 0.999 1.18
H 0.57800 -0.37537 2.57119 0.084 0.120 -0.100 0.25
H -3.37420 -3.03977 -5.85181 0.002 0.069 -0.035 0.26
C 3.49500 3.70043 -1.42931 0.246 -0.260 0.110 0.33
H -3.38630 -3.47437 2.72259 0.007 0.005 0.102 0.26
C -0.81470 -2.29247 -3.77281 0.182 0.077 -0.187 -0.19
H -3.37510 -0.50357 -2.41221 -0.101 0.054 0.025 0.22
C -3.51750 -1.73077 -4.16051 0.008 0.051 0.277 -0.19
C -2.62720 -1.05937 0.49249 0.025 0.251 -0.075 -0.24
C -1.49690 -2.84457 -4.84581 0.190 -0.085 0.137 -0.16
C -2.84860 -1.16237 -3.08861 -0.146 0.140 -0.104 -0.13
C -1.49780 -1.44977 -2.90681 0.679 0.727 0.641 -0.44
C -0.12380 0.42153 2.82659 -0.114 0.356 0.044 -0.57
C 1.46000 2.34853 3.78619 -0.135 0.146 -0.114 -0.55
H -4.22490 -1.30087 1.88559 -0.085 -0.021 0.024 0.25
O 1.69750 1.48643 1.23069 1.218 -0.482 -1.488 -0.95
H -3.01740 -0.13097 0.08869 -0.093 -0.027 0.100 0.22
N 3.97100 1.35323 -1.38241 -0.048 -0.250 0.054 -0.66
H 3.18290 5.70023 -1.39471 0.030 -0.068 -0.040 0.45
H -0.39410 -0.32927 4.82709 -0.098 0.086 -0.051 0.26
Pd 1.51490 1.21023 -0.93021 0.936 1.143 0.539 0.83
S 1.88690 3.38063 -1.95151 -0.616 -0.466 0.064 0.02
H 4.79350 5.23883 -1.00731 0.029 -0.056 0.019 0.44
C 1.07220 1.26703 4.78159 -0.178 -0.238 0.271 -0.42
C -0.23910 0.62693 4.32359 0.040 -0.026 0.229 -0.42
```
Positions in Å, forces in eV/Å.

***

# C7H10N2O

A single C7H10N2O molecule in a non-equilibrium geometry (ωB97M-V with the def2-TZVPD basis set, OMol25).

E = -457.472950 a.u.
SMILES = Cc1cc(=O)n(C)c(C)n1
LUMO energy = 0.025 Eh
Strongest force on any atom = 3.5 eV/A
Energy above the lowest of the compared OMol25 structures with the same formula, charge and spin = 22.49 kcal per mole
Frontier orbital gap = 9.53 eV

Geometry as XYZ:
```
20
Properties=species:S:1:pos:R:3:forces:R:3:nbo_charge:R:1
H -0.04444 -0.83462 -3.10167 0.020 1.164 0.601 0.20
C -0.06089 -0.90435 -0.13351 -0.068 1.653 0.448 0.49
H -1.24163 -2.68049 -0.67864 1.251 0.296 1.149 0.25
H -0.02516 2.91265 0.64361 -0.051 0.884 0.354 0.24
H 1.33567 -1.27638 -2.34904 1.715 -0.423 0.178 0.20
H 1.18511 0.54554 -2.82997 0.201 -0.983 -0.359 0.28
O 0.80312 2.16038 -1.68529 -0.969 -0.524 1.083 -0.64
C -0.72523 1.14141 2.87125 0.771 0.991 -0.899 -0.65
H -1.63424 1.70183 3.13006 0.139 -0.158 -0.458 0.23
H 0.24127 -2.90697 0.52811 -0.677 -0.159 0.464 0.26
C 0.76112 -0.39949 -2.45196 -1.762 0.745 0.339 -0.44
C -0.05518 1.86917 0.48952 -0.870 -1.497 0.024 -0.37
C -0.44810 0.91945 1.37043 0.996 -1.474 0.601 0.27
H -0.78583 0.15337 3.29430 0.151 -0.147 0.450 0.24
H 0.13641 1.75192 3.26928 -0.830 -0.847 -0.152 0.23
N 0.31313 0.01359 -1.08763 -0.674 -0.848 -0.565 -0.40
H 0.45346 -2.73552 -1.20328 -0.799 0.438 1.130 0.21
N -0.33706 -0.45547 1.04202 -1.292 0.761 1.577 -0.54
C -0.19588 -2.40157 -0.31756 0.759 0.075 -3.397 -0.66
C 0.32435 1.42555 -0.80003 1.989 0.052 -2.569 0.62
```
Positions in Å, forces in eV/Å.

***

# C9H6N4

A molecular structure, C9H6N4 in a non-equilibrium geometry (ωB97M-V with the def2-TZVPD basis set, OMol25).

E = -565.375319 a.u.
LUMO energy = -0.016 Eh
Strongest force on any atom = 11.1 eV/A
Energy above the lowest of the compared OMol25 structures with the same formula, charge and spin = 145.15 kcal per mole
Frontier orbital gap = 9.02 eV

Geometry as XYZ:
```
19
Properties=species:S:1:pos:R:3:forces:R:3:nbo_charge:R:1
N -1.91519 0.10133 -3.43239 1.380 4.451 5.722 -0.26
C 2.55274 -1.91960 2.26679 3.652 0.817 3.209 0.05
C 0.97737 -0.72709 0.39278 -0.823 -0.588 0.860 0.03
C 2.09679 -0.03862 0.88825 0.873 -2.789 2.052 -0.22
C -0.51271 1.03116 -0.28683 2.655 -7.293 -7.964 0.12
H -0.41354 -2.67479 0.38534 3.967 1.758 2.003 0.24
H -0.29123 1.18528 0.59007 1.094 3.890 9.256 0.18
H 3.20058 -2.28810 3.20478 -1.636 -0.039 -2.232 0.18
H 2.47708 0.90830 0.72425 -0.320 2.105 -1.388 0.22
H 3.65018 -0.16308 2.29912 3.835 2.465 2.072 0.20
C -2.59796 2.10637 -0.55882 3.783 -0.746 -2.808 0.27
C 0.68568 -2.06836 0.89010 -0.050 0.536 -1.167 0.06
H -0.96834 2.45332 -1.85785 1.902 3.613 -0.895 0.29
N 1.57006 -2.58584 1.79829 -4.340 -1.664 -1.790 -0.43
N 0.10468 -0.12810 -0.54041 -2.029 2.496 -1.305 -0.34
N -3.52234 2.47038 -0.04847 -3.319 1.150 1.994 -0.25
C 2.93422 -0.66112 1.86035 -5.639 -1.948 -3.518 -0.21
C -1.68236 0.81539 -2.47381 -1.308 -4.316 -4.300 0.28
C -1.33963 1.72431 -1.27630 -3.679 -3.900 0.199 -0.41
```
Positions in Å, forces in eV/Å.

***

# C4H16N2O2S

3 unconnected molecules or ions with the total composition C4H16N2O2S in a non-equilibrium geometry (ωB97M-V with the def2-TZVPD basis set, OMol25).

Charge = -1
E = -820.128138 a.u.
LUMO energy (spin up / spin down) = 0.110 / 0.108 Eh
Strongest force on any atom = 1.1 eV/A
Spin multiplicity = 2
Energy above the lowest of the compared OMol25 structures with the same formula, charge and spin = 0.00 kcal per mole
Frontier orbital gap (spin up / spin down) = 2.36 / 9.05 eV

Geometry as XYZ:
```
25
Properties=species:S:1:pos:R:3:forces:R:3:nbo_charge:R:1
H 1.46566 2.63957 -1.92789 -0.157 -0.049 -0.138 0.45
C 2.24367 -1.47931 0.06071 -0.384 0.346 0.451 -0.06
H 1.47008 -0.17017 1.29902 -0.141 0.066 0.254 0.35
H 2.22335 -2.55205 -0.13937 -0.126 -0.111 0.105 0.16
S -1.43046 2.15784 1.43305 0.176 0.064 0.316 -0.13
N 1.46759 -1.18265 1.27279 0.253 -0.156 -0.857 -0.64
H 1.32072 1.18227 -2.29317 -0.251 0.052 0.001 0.47
H 3.26346 -1.19895 0.29426 0.349 -0.021 -0.132 0.17
H -1.75686 -1.66988 -3.25489 -0.014 -0.073 0.158 0.33
H -1.66004 -0.74961 -2.05306 -0.086 -0.182 -0.116 0.36
H -0.78745 -0.37567 2.67131 0.032 0.305 -0.075 0.20
O 1.08405 2.06839 -2.61019 0.347 0.088 0.199 -1.03
H 2.53135 -0.69100 -1.79652 0.125 -0.038 -0.162 0.35
H -1.91486 -1.14100 1.59140 -0.345 0.125 -0.042 0.21
H 0.01532 -2.49769 1.90624 -0.200 -0.392 -0.089 0.18
H -2.59635 2.32600 0.80343 -0.092 -0.102 -0.129 0.11
H -0.22620 -2.00442 0.20296 0.392 -0.153 0.071 0.19
C -0.96012 -0.62596 1.61989 0.741 -0.600 0.473 -0.42
H 0.97708 -1.01847 -1.53310 -0.307 -0.236 -0.005 0.35
C -0.93362 0.56646 0.69522 -0.676 0.387 -0.429 -0.59
C 0.08735 -1.67247 1.20440 -0.455 0.362 0.063 -0.23
H -1.61968 0.40399 -0.14242 0.124 -0.026 -0.009 0.21
O -1.87274 -1.68047 -2.28321 0.167 0.208 -0.012 -1.27
N 1.81498 -0.66722 -1.08211 0.364 0.104 0.043 -0.96
H 0.03220 0.71831 0.22767 0.163 0.033 0.061 0.23
```
Positions in Å, forces in eV/Å.

***

# C6H16N6PS

A gas-phase ion, C6H16N6PS (charge +1) in a non-equilibrium geometry (ωB97M-V with the def2-TZVPD basis set, OMol25).

Charge = +1
E = -1305.951264 a.u.
SMILES = CC1=[NH+]N(C)[P@]2(=S)N(C)NCN1N2C
LUMO energy = -0.135 Eh
Strongest force on any atom = 4.5 eV/A
Energy above the lowest of the compared OMol25 structures with the same formula, charge and spin = 6.30 kcal per mole
Frontier orbital gap = 8.47 eV

Geometry as XYZ:
```
30
Properties=species:S:1:pos:R:3:forces:R:3:nbo_charge:R:1
C 1.62219 -2.44515 0.44015 1.095 -0.321 2.509 -0.45
H -1.27510 2.86800 -0.71605 0.477 0.569 -0.598 0.23
H 1.37461 -2.89562 1.49947 0.524 0.758 -2.001 0.21
S 3.56539 -0.14261 -0.60130 -2.148 0.895 0.448 -0.43
C -2.76232 -0.51482 -0.32015 0.534 -1.575 0.434 -0.68
H 1.58896 1.78401 2.86851 1.768 1.803 0.902 0.21
H 1.81653 0.09080 2.35120 1.748 -1.565 0.904 0.20
C 1.23030 0.93873 2.41015 -1.697 -0.002 -2.700 -0.38
C -1.27122 -0.37262 -0.42515 -1.462 0.200 0.949 0.53
H 1.43490 -3.14950 -0.33903 0.107 -0.720 -0.502 0.21
H 1.69224 0.41319 -3.24696 -0.865 0.115 1.088 0.26
H -1.92690 1.91358 0.58960 1.626 -0.131 -1.215 0.19
H -3.10736 -1.21523 -1.06702 0.013 -0.336 -0.436 0.27
C 0.65688 0.48167 -2.80285 0.721 -0.164 -0.353 -0.43
N 0.61370 0.86685 -1.38286 -0.963 -1.270 0.185 -0.61
H 0.76106 3.05091 0.48543 -0.114 0.731 -0.750 0.38
N -0.51701 -1.32252 0.06480 0.405 -2.445 0.492 -0.32
H -3.39635 0.33527 -0.44207 0.270 0.958 0.002 0.27
H 0.34563 0.74214 2.93978 -1.521 -0.681 0.535 0.19
H -0.92452 -2.30689 0.37759 0.953 2.907 -0.957 0.46
H -2.94479 -0.98960 0.63080 -0.468 -0.039 0.418 0.24
N 0.88292 -1.23914 0.21881 -1.149 -0.574 -0.225 -0.61
N 0.94458 1.19365 0.97532 0.830 -1.236 1.606 -0.63
P 1.64494 0.17379 -0.18399 0.335 2.256 -0.945 1.74
H 0.17612 -0.50294 -2.94470 0.012 0.532 -0.307 0.19
H 0.18035 1.31492 -3.31823 -0.311 -0.478 -0.327 0.23
N -0.85320 0.80144 -0.91100 4.187 1.322 -1.052 -0.28
H 2.71262 -2.05410 0.41319 -1.771 -1.306 0.154 0.29
C -0.98650 2.04030 -0.10540 -2.948 -0.489 2.285 -0.04
N 0.16868 2.28505 0.72521 -0.188 0.288 -0.541 -0.44
```
Positions in Å, forces in eV/Å.

***

# C3H3N3O2

A single C3H3N3O2 molecule in a non-equilibrium geometry (ωB97M-V with the def2-TZVPD basis set, OMol25).

E = -430.846292 a.u.
SMILES = O=C(O)c1c[nH]nn1
LUMO energy = 0.007 Eh
Strongest force on any atom = 1.4 eV/A
Energy above the lowest of the compared OMol25 structures with the same formula, charge and spin = 46.87 kcal per mole
Frontier orbital gap = 10.85 eV

Geometry as XYZ:
```
11
Properties=species:S:1:pos:R:3:forces:R:3:nbo_charge:R:1
C 0.01513 0.00386 0.06720 0.632 -0.533 -0.046 -0.10
H 0.65920 2.13387 -0.02273 0.215 0.229 0.061 0.22
C -1.47008 -0.11793 0.01695 0.356 -1.365 -0.207 0.76
N 2.04656 -0.79330 -0.02922 -0.598 0.112 0.376 -0.03
H -1.52064 1.77331 -0.07766 0.152 0.380 0.059 0.48
H 2.98335 1.05761 -0.08720 -0.744 -0.653 0.039 0.43
O -2.14103 1.05114 0.00538 -0.494 -0.417 -0.015 -0.65
O -2.00059 -1.19783 -0.05383 0.023 1.377 0.233 -0.52
N 0.80228 -1.12678 0.05475 0.109 0.198 -0.276 -0.17
C 0.86068 1.08189 0.01780 -0.437 -0.090 -0.052 -0.07
N 2.09068 0.54892 -0.03074 0.785 0.762 -0.170 -0.34
```
Positions in Å, forces in eV/Å.

***

Q: Which of these has the lowest strongest force on any atom?
A: C4H16N2O2S

***

Q: What is the strongest force on any atom in the fourth record?
A: 1.1 eV/A

***

Q: Which value of E does entry 5 give?
A: -1305.951264 a.u.

***

Q: Among the records above, which one has the lowest strongest force on any atom?
A: C4H16N2O2S